ORCA calculation (ωB97M-V with the def2-TZVPD basis set) on a cluster of 15 separate species, C68H181N15O19 in total in a non-equilibrium geometry.

XYZ file:
```
283
Properties=species:S:1:pos:R:3:forces:R:3:mulliken_charge:R:1
C -4.6798 7.6072 -6.5949 0.71 0.86 0.03 -0.81
O -4.5150 6.4359 -5.8746 0.70 -1.31 1.51 -0.31
C -3.1583 6.0989 -5.4889 -0.39 -1.39 0.87 -1.21
C -3.0794 4.8477 -4.5279 -0.70 1.17 -1.36 0.60
N -3.7796 5.1385 -3.3058 0.04 0.35 1.26 -0.13
C -3.6705 4.1474 -2.2253 -0.23 -0.80 -1.14 0.07
C -4.1978 2.7635 -2.6664 1.59 0.44 0.68 -1.46
O -3.2166 2.0030 -3.4000 -0.86 0.81 0.04 0.66
C -3.8977 1.0749 -4.1949 -0.53 -0.26 -0.49 -1.36
H -4.2199 7.4876 -7.5759 -0.27 0.26 -0.37 0.30
H -4.2025 8.4531 -6.1002 0.44 0.15 0.12 0.34
H -5.7218 7.9256 -6.6275 -0.15 -0.66 -0.30 0.26
H -2.6407 6.8204 -4.8568 -0.33 0.95 -0.47 0.46
H -2.5599 5.8292 -6.3591 0.04 0.32 -0.29 0.45
H -2.0128 4.7288 -4.3373 -0.07 -0.15 0.08 -0.36
H -3.4509 3.9743 -5.0639 -0.06 -0.32 -0.06 0.07
H -4.7277 5.4421 -3.4765 -0.06 -0.15 -0.06 0.45
H -4.3124 4.3331 -1.3641 0.12 0.87 0.00 0.26
H -2.6298 4.1277 -1.9017 0.02 -0.23 0.12 -0.55
H -5.0868 3.0524 -3.2271 -0.18 -0.71 -0.45 0.46
H -4.4474 2.1593 -1.7942 -0.40 -0.03 0.16 0.76
H -3.2012 0.5442 -4.8441 0.04 -0.19 0.33 0.24
H -4.6487 1.5488 -4.8270 0.11 0.51 -0.45 0.58
H -4.5407 0.4142 -3.6134 0.41 -0.54 0.38 0.25
C -1.3781 -3.9560 0.3707 0.25 -0.30 0.06 -0.28
O -1.5592 -5.0513 -0.5043 -1.36 0.62 0.38 -0.30
C -0.3831 -5.6093 -0.9751 0.18 -0.97 0.03 -0.40
C 0.3581 -6.3526 0.1134 -0.04 -0.81 0.96 -0.67
N -0.4269 -7.3950 0.7942 0.28 -0.50 -0.80 -0.37
C 0.2763 -8.0547 1.9218 -1.44 1.08 0.02 -0.39
C -0.6931 -8.9435 2.7011 0.64 -0.61 0.13 -0.95
O -1.6749 -8.2767 3.4410 -1.05 1.64 -0.73 -0.15
C -2.7054 -9.1346 3.8566 -0.27 0.28 -0.18 -0.83
H -0.9255 -4.3105 1.2968 0.01 0.32 0.21 0.04
H -2.3406 -3.4935 0.5893 -0.04 -0.16 -0.09 0.03
H -0.7248 -3.2320 -0.1161 0.18 0.30 0.09 0.18
H 0.2554 -4.8367 -1.4037 0.29 0.10 -0.13 -0.07
H -0.7153 -6.3004 -1.7497 0.25 -0.07 -0.18 0.46
H 0.6713 -5.6475 0.8835 0.64 0.33 -0.16 0.21
H 1.2177 -6.8652 -0.3184 0.29 0.32 -0.05 0.52
H -1.3601 -7.0545 0.9766 0.04 -0.09 0.59 0.31
H 0.7028 -7.3007 2.5833 0.23 0.16 0.30 0.28
H 1.0960 -8.6669 1.5456 -0.06 -0.09 -0.11 0.32
H -0.2246 -9.5201 3.4987 1.00 -0.55 -0.50 0.50
H -1.1116 -9.6183 1.9544 -0.39 -0.23 0.03 0.40
H -2.2510 -9.8851 4.5033 -0.51 -0.39 0.13 0.33
H -3.2846 -9.5476 3.0307 0.56 -0.64 -0.47 0.35
H -3.5167 -8.5825 4.3311 0.58 0.37 0.69 0.22
C -2.4338 5.6581 6.4968 -0.20 -1.51 0.41 -0.52
O -2.8946 4.2674 6.3397 1.14 2.21 -0.64 -0.47
C -2.7840 3.8440 4.9706 -0.80 -1.79 0.91 -0.05
C -2.3725 2.3558 5.0965 -0.01 1.05 -1.57 -0.58
N -1.0910 2.2759 5.7235 0.72 1.00 0.73 0.11
C -0.6658 0.9456 6.0499 0.27 -0.05 0.40 0.32
C 0.6649 0.9339 6.8327 -1.18 0.11 -0.79 -0.25
O 0.4070 1.3909 8.1385 0.52 -0.27 1.02 -0.46
C 1.4916 1.1252 9.0550 -0.46 0.70 -0.41 -0.81
H -1.4025 5.7615 6.1594 -0.06 0.01 -0.59 0.07
H -2.3555 5.8700 7.5632 -0.56 -0.06 0.03 0.28
H -3.1294 6.3310 5.9955 0.17 0.16 0.00 0.31
H -2.1233 4.3762 4.2862 0.55 0.32 0.64 -0.26
H -3.7674 3.9127 4.5056 -0.28 -0.07 -0.06 0.52
H -2.2250 1.9996 4.0769 -0.33 -0.35 -0.27 0.01
H -3.1659 1.7666 5.5564 -0.16 -0.06 0.32 0.27
H -1.1210 2.8161 6.5764 -0.06 0.21 0.21 0.28
H -0.5998 0.4498 5.0814 0.25 -0.64 0.27 -0.52
H -1.4030 0.4893 6.7106 -0.25 -0.65 -0.09 0.45
H 1.3144 1.6212 6.2906 0.61 -0.12 0.16 -0.19
H 1.0389 -0.0895 6.8598 0.32 -0.08 -0.12 0.60
H 1.6871 0.0658 9.2207 -0.11 -0.20 -0.35 0.30
H 1.2565 1.5571 10.0278 -0.32 0.07 -0.17 0.29
H 2.3929 1.6259 8.7013 0.22 -0.12 -0.09 0.31
C 10.2308 -4.0170 3.5376 -0.78 0.18 1.07 -0.79
O 8.8552 -3.7324 3.2877 0.67 -1.21 -1.03 -0.23
C 8.3904 -2.5091 3.7341 -1.60 0.36 -0.21 -0.88
C 6.8949 -2.3179 3.3123 1.00 -0.54 0.09 -0.19
N 5.9666 -3.1258 4.1086 -0.27 0.57 0.09 -0.40
C 4.5132 -2.9307 3.9006 0.62 0.39 0.39 0.04
C 4.0309 -1.5485 4.4458 -0.68 -1.82 -0.30 -0.72
O 3.4187 -0.7803 3.4343 0.09 0.60 0.21 0.37
C 3.1123 0.5280 3.9194 0.73 0.38 -1.50 -0.69
H 10.3973 -5.0762 3.3417 -0.03 0.18 -0.16 0.23
H 10.3876 -3.8283 4.5996 0.30 -0.21 0.31 0.33
H 10.9686 -3.3954 3.0302 -0.29 0.15 -0.57 0.29
H 8.9434 -1.6890 3.2761 0.28 0.20 0.11 0.38
H 8.4169 -2.4695 4.8230 0.25 0.25 0.27 0.38
H 6.8089 -2.5514 2.2511 0.09 0.01 -0.37 0.17
H 6.7703 -1.2381 3.3943 -0.73 -0.02 0.34 0.38
H 6.1604 -4.1085 3.9783 0.30 -0.01 -0.04 0.33
H 4.0395 -3.7484 4.4439 -0.04 0.16 0.42 0.38
H 4.1493 -3.1279 2.8923 0.17 0.58 -0.54 -0.46
H 4.8381 -1.0672 4.9979 0.16 0.32 -0.25 0.46
H 3.2314 -1.7869 5.1473 0.00 0.12 0.57 0.27
H 2.7188 0.5776 4.9347 -0.09 -0.19 -0.12 0.27
H 2.5005 1.0538 3.1864 -0.82 -0.50 0.22 -0.22
H 3.9951 1.1549 3.7934 0.55 0.01 0.81 0.46
C 0.0582 2.4328 -4.6354 0.03 0.38 1.71 1.38
C 1.1677 3.4829 -4.6847 0.36 0.04 -2.08 -0.53
C 1.2633 4.4810 -3.5437 -0.40 -1.01 -0.05 -0.14
O -0.0050 5.0993 -3.4179 0.38 -0.42 -0.40 -0.21
C -0.0761 6.0722 -2.4140 0.62 0.06 0.46 -0.66
N 2.4785 2.8250 -4.9717 -0.24 -0.10 0.63 -0.45
H -0.8611 2.8941 -4.2744 -0.24 0.20 -0.67 -1.15
H 0.2218 1.7648 -3.7897 0.47 -0.51 -0.14 -0.99
H -0.1038 1.8523 -5.5437 0.17 0.20 -0.01 0.61
H 0.9321 4.1437 -5.5188 -0.26 0.07 -0.44 0.47
H 2.0481 5.1859 -3.8182 0.13 0.33 0.23 0.66
H 1.5378 3.9334 -2.6421 0.07 0.22 0.52 -0.24
H -1.1288 6.2350 -2.1828 0.12 0.15 0.01 0.21
H 0.4445 6.9904 -2.6859 -0.29 0.38 -0.45 0.38
H 0.4929 5.7591 -1.5386 -0.32 -0.38 0.48 0.03
H 3.2472 3.4322 -5.2177 -0.18 0.59 0.19 0.30
H 2.4162 2.1940 -5.7579 -0.41 -0.21 0.02 0.24
C -3.1783 -4.9088 3.9905 1.25 0.60 0.00 -0.97
C -2.7247 -4.0142 5.1677 -0.26 -2.69 -1.87 -0.21
C -2.1291 -2.7126 4.7104 0.25 -0.36 -0.27 1.12
O -1.0665 -2.9722 3.8000 -0.35 0.50 -0.15 -0.27
C -0.4197 -1.7987 3.3068 0.55 -0.74 -0.29 0.99
N -3.8747 -3.8289 5.9924 -0.10 0.75 1.69 -0.41
H -3.5309 -5.8829 4.3297 -0.29 0.16 0.16 0.34
H -2.2627 -5.1233 3.4394 -0.27 0.01 -0.56 0.05
H -3.9177 -4.3784 3.3905 -0.05 -0.20 -0.18 0.12
H -2.0094 -4.6631 5.6731 0.70 0.36 0.19 0.43
H -1.7598 -2.1806 5.5871 -0.02 0.46 0.08 0.12
H -2.9311 -2.1738 4.2058 0.04 0.39 0.11 -0.85
H 0.4995 -1.6505 3.8736 -0.06 0.51 0.29 0.34
H -1.0307 -0.9019 3.2041 -0.32 -0.03 0.50 -0.35
H -0.0713 -1.9912 2.2921 -0.09 -0.35 -0.15 -0.96
H -4.3445 -4.7105 6.1414 -0.21 -0.26 -0.46 0.26
H -3.4245 -3.7213 6.8901 -0.61 0.74 0.82 0.28
C 0.6852 -1.0799 -8.3236 -1.19 0.45 0.30 -1.46
C -0.5600 -0.8189 -9.2041 -0.67 0.82 0.49 0.86
C -1.2275 0.5653 -9.0323 -0.03 0.10 1.49 -1.04
O -1.8317 0.7003 -7.7362 0.84 -2.51 -0.55 -0.19
C -2.4152 1.9090 -7.4261 0.38 0.34 -0.45 -0.58
N -0.2051 -0.9567 -10.5907 1.26 -0.35 -0.98 -0.70
H 1.3771 -0.2509 -8.4727 0.25 -0.07 -0.06 0.60
H 1.1707 -2.0401 -8.4981 -0.08 0.07 -0.35 0.40
H 0.3964 -1.0763 -7.2726 0.00 0.08 0.06 0.04
H -1.3861 -1.5050 -9.0169 0.19 -0.40 0.46 0.14
H -2.0032 0.6484 -9.7936 -0.17 0.08 -0.21 0.43
H -0.5285 1.3935 -9.1489 0.41 0.07 -0.29 0.34
H -1.6344 2.5389 -6.9999 -0.25 0.60 0.18 0.27
H -3.2004 1.7021 -6.6989 -0.05 0.41 -0.19 -0.10
H -2.7716 2.3417 -8.3609 -0.54 0.51 0.19 0.55
H 0.8018 -0.8884 -10.6318 0.22 -0.23 -0.32 0.24
H -0.5096 -0.2300 -11.2225 -0.54 0.16 0.19 0.24
C -5.4189 -0.7860 5.6114 1.04 0.22 0.15 -1.47
C -5.7881 -0.1774 4.2800 -0.39 -1.38 -1.22 0.39
C -5.0432 -0.8939 3.0763 -0.44 0.52 1.38 -0.03
O -5.5445 -0.4783 1.8272 -0.79 -0.27 -0.28 -0.49
C -5.3053 -1.4918 0.8464 0.47 0.10 0.85 -0.67
N -7.2595 -0.4445 4.2183 0.46 0.50 -0.81 -0.79
H -5.7099 -1.8356 5.6519 -0.22 0.09 0.09 0.60
H -5.8800 -0.2009 6.4072 -0.09 -0.22 0.03 0.36
H -4.3434 -0.8099 5.7873 0.16 0.20 0.00 0.08
H -5.5458 0.8839 4.2251 -0.42 0.15 0.12 0.14
H -5.1854 -1.9539 3.2870 -0.32 -0.46 -0.41 0.36
H -3.9608 -0.7654 3.0792 0.28 0.43 0.19 -0.02
H -4.2311 -1.6683 0.9007 0.25 -0.24 -0.65 0.11
H -5.6343 -1.2164 -0.1556 0.08 0.38 0.28 0.33
H -5.7911 -2.4234 1.1366 -0.21 -0.11 -0.01 0.40
H -7.5827 -0.3658 3.2646 -0.03 0.76 -0.43 0.31
H -7.3887 -1.4407 4.3232 0.17 -0.37 0.66 0.32
C -3.9011 -2.3772 -2.4147 0.49 -1.34 -0.94 -0.21
C -3.6794 -3.8005 -3.0274 0.22 1.11 -1.52 -0.31
C -2.2781 -3.9174 -3.7070 0.14 -0.27 -0.41 0.15
O -2.0953 -3.1414 -4.9230 -1.50 -0.61 1.18 -0.40
C -0.9913 -3.4965 -5.7409 -0.53 1.11 0.51 -0.07
N -3.9988 -4.8403 -2.0892 0.38 0.29 0.53 -0.60
H -3.4175 -1.6420 -3.0579 -0.52 0.12 -0.32 -0.44
H -3.3605 -2.2584 -1.4756 -0.35 -0.33 0.37 -0.30
H -4.9842 -2.2816 -2.3392 0.19 0.58 0.33 0.58
H -4.3477 -3.9895 -3.8674 -0.36 0.68 -0.15 0.62
H -2.1675 -4.9715 -3.9616 0.17 -0.27 -0.06 0.72
H -1.5096 -3.6745 -2.9732 0.37 0.13 0.11 -0.51
H -1.1974 -3.0084 -6.6935 0.19 0.00 -0.05 -0.05
H -0.8791 -4.5635 -5.9332 0.06 -0.16 0.36 0.37
H -0.1429 -3.0098 -5.2599 0.68 -0.50 -0.42 -0.12
H -4.2339 -5.7201 -2.5259 0.17 0.01 -0.09 0.35
H -3.1880 -4.9464 -1.4965 -0.05 -0.54 0.44 0.28
C 3.7145 0.7722 -0.2831 1.47 -0.20 1.45 -1.34
C 3.3238 1.8594 -1.1954 -0.96 0.50 0.02 2.86
C 4.4941 2.6971 -1.7034 1.57 -0.06 -0.28 -1.78
O 5.1709 3.5553 -0.7550 -0.35 -0.64 -0.95 -0.28
C 6.1746 4.3504 -1.4168 -0.88 0.21 1.82 -0.93
N 2.6371 1.1694 -2.2556 0.20 0.71 -1.22 1.15
H 4.3832 0.0884 -0.8059 0.10 -0.08 0.02 0.39
H 2.8842 0.1860 0.1107 -0.14 0.28 -0.08 -0.62
H 4.2512 1.2351 0.5450 0.14 -0.38 0.40 0.56
H 2.5751 2.4547 -0.6726 0.24 0.84 0.29 -0.64
H 4.3451 3.2912 -2.6050 -1.07 0.21 -0.09 0.47
H 5.2678 2.0160 -2.0581 0.06 -0.65 -0.03 0.61
H 6.9738 3.8260 -1.9406 -0.21 -0.43 0.00 0.33
H 6.5696 4.8598 -0.5378 0.57 0.30 -0.38 0.31
H 5.7130 5.1022 -2.0570 -0.08 -0.05 -0.30 0.34
H 1.7725 0.7878 -1.8991 0.04 -0.10 -0.14 -0.52
H 2.4161 1.8200 -2.9958 -0.17 0.05 -0.42 0.72
C 4.5469 -5.9671 1.8749 0.05 0.04 0.06 -1.47
C 4.2511 -5.8763 0.3678 -0.28 1.23 -0.15 1.19
C 3.8194 -4.4774 -0.1694 0.50 0.31 0.04 -1.10
O 2.7222 -3.8594 0.5115 0.81 -0.48 -0.75 -0.06
C 2.4424 -2.5255 0.0371 -0.17 -1.10 1.64 -0.20
N 5.4557 -6.2722 -0.3733 0.34 -0.48 -0.01 -0.78
H 5.3166 -5.2545 2.1713 0.03 0.30 -0.20 0.24
H 5.0009 -6.9397 2.0650 -0.11 -0.23 0.00 0.49
H 3.7326 -5.8659 2.5924 -0.34 0.12 -0.38 0.33
H 3.4641 -6.5671 0.0654 -0.04 -0.19 0.31 -0.28
H 3.7014 -4.4682 -1.2530 -0.95 -0.79 -0.36 0.36
H 4.7005 -3.8366 -0.2026 0.44 0.50 1.10 0.56
H 3.3306 -1.9013 0.1348 0.05 -0.04 -0.57 0.67
H 1.7571 -2.1912 0.8160 -0.22 0.41 -0.23 -0.49
H 1.9290 -2.5260 -0.9244 0.36 0.13 -0.26 -0.23
H 6.1591 -5.5571 -0.4916 -0.40 0.88 -0.15 0.28
H 5.9776 -6.8772 0.2445 -0.10 -0.71 -0.09 0.25
C -0.4076 2.5952 -0.5689 -0.27 -0.05 -1.14 2.27
C -1.0787 1.3296 -0.1018 0.24 0.03 -0.73 0.87
C -0.2036 0.0721 -0.2743 -0.94 0.51 0.79 -0.91
O 0.3173 -0.0460 -1.5635 -1.05 -1.02 -0.57 -0.66
C -0.6031 -0.6402 -2.4691 0.08 -0.25 -1.49 0.88
N -1.5125 1.3977 1.2478 -0.24 -0.86 1.41 0.82
H -1.1537 3.3835 -0.4682 0.45 0.43 0.61 -0.98
H -0.2900 2.5565 -1.6518 0.39 -0.14 -0.19 -0.70
H 0.5699 2.7586 -0.1151 -0.17 0.39 0.28 -0.61
H -1.9748 1.2495 -0.7170 -0.13 -0.40 -0.20 -0.57
H -0.8180 -0.7757 0.0288 -0.12 -0.37 -0.26 -0.35
H 0.6229 0.0627 0.4363 0.29 0.36 0.03 0.09
H -0.7593 -1.7151 -2.3781 0.06 -0.17 0.98 -0.60
H -0.2176 -0.6058 -3.4881 0.58 0.46 0.03 0.54
H -1.5780 -0.1653 -2.5791 -0.06 0.37 0.67 -0.55
H -2.1612 2.1415 1.4623 0.09 0.25 -0.17 -0.41
H -0.7159 1.4338 1.8677 0.02 0.26 0.28 -0.20
C -1.5420 5.9547 1.7277 -0.50 -1.62 -0.80 -1.23
C -2.9110 6.2281 1.0655 0.80 -1.28 1.38 1.26
C -4.0929 5.2717 1.5299 1.31 -0.28 -1.10 -1.23
O -3.8678 3.8869 1.2692 0.57 0.30 0.01 0.25
C -5.0181 3.0917 1.4157 -0.80 0.48 0.29 -1.09
N -3.2783 7.5249 1.4600 -1.36 2.38 -0.12 -0.72
H -1.3378 4.9497 1.3586 0.44 -0.51 0.68 -0.07
H -1.5875 5.9873 2.8163 -0.09 -0.09 0.01 0.24
H -0.6628 6.5097 1.4005 -0.51 0.61 -0.21 0.50
H -2.7545 6.1968 -0.0128 -0.33 -0.14 -0.09 -0.29
H -4.9492 5.6349 0.9617 -0.40 -0.11 -0.10 0.39
H -4.3103 5.4022 2.5900 0.13 0.18 0.27 0.46
H -5.7690 3.3492 0.6688 0.10 -0.32 -0.73 0.39
H -5.5845 3.3395 2.3134 0.31 -0.06 0.70 0.46
H -4.7768 2.0289 1.4363 0.10 0.14 -0.24 0.13
H -4.0923 7.8303 0.9460 -0.09 0.31 -0.54 0.33
H -3.6578 7.5401 2.3958 0.45 -0.15 0.57 0.29
C 2.0520 5.8816 4.3406 0.33 1.56 -0.01 -1.73
C 1.6325 4.6792 3.5468 -1.43 -1.20 0.36 1.58
C 2.4152 4.3863 2.2791 2.04 1.12 0.57 -0.27
O 2.2661 5.4932 1.4391 -0.89 0.88 -1.00 -0.23
C 3.1104 5.6571 0.3136 -0.19 -0.38 0.03 -0.59
N 1.6349 3.5616 4.4547 1.29 -1.29 0.40 0.05
H 2.9826 5.7991 4.9021 0.46 -0.75 -0.33 0.47
H 1.3687 6.1115 5.1582 -0.54 -0.03 -0.32 0.39
H 2.2103 6.7783 3.7413 -0.31 0.05 -0.15 0.37
H 0.5861 4.7054 3.2426 -0.21 0.87 -0.24 -1.00
H 2.2515 3.4075 1.8282 -0.54 -0.05 -0.10 -0.27
H 3.4690 4.4471 2.5507 0.53 -0.75 0.33 0.39
H 2.8770 6.6275 -0.1247 -0.13 -0.05 0.05 0.41
H 2.9658 4.8689 -0.4252 -0.27 -0.09 -0.15 -0.06
H 4.1823 5.6252 0.5085 0.11 0.02 0.61 0.24
H 0.7816 3.0977 4.7317 -0.33 0.44 -0.11 -0.15
H 2.2412 3.7300 5.2447 -0.15 -0.22 0.04 0.24
C 4.5657 -1.2629 -6.1937 0.02 -1.00 -0.01 -1.69
C 3.7399 -1.0389 -4.9282 -0.73 -0.95 -1.12 1.04
C 3.3345 -2.3663 -4.2103 0.78 0.52 0.96 0.02
O 2.5454 -3.2183 -4.9782 -1.04 -0.58 -0.64 -0.40
C 2.0615 -4.3510 -4.2338 0.40 0.27 -1.36 -0.90
N 4.4250 -0.0579 -4.1392 0.47 -0.19 0.70 -0.59
H 3.9604 -1.7301 -6.9704 0.02 0.22 -0.19 0.28
H 5.3858 -1.9572 -6.0104 0.05 -0.18 0.27 0.36
H 5.0810 -0.3698 -6.5472 -0.48 0.25 -0.08 0.50
H 2.7489 -0.6841 -5.2112 -0.39 0.37 -0.46 -0.16
H 2.7130 -2.1460 -3.3424 0.28 0.59 0.55 -0.28
H 4.1957 -2.9447 -3.8758 0.54 0.17 0.23 0.33
H 2.8935 -5.0278 -4.0395 0.05 -0.10 0.27 0.45
H 1.3564 -4.8419 -4.9046 0.11 -0.11 0.07 0.36
H 1.5201 -4.1312 -3.3136 0.15 0.52 0.19 0.30
H 3.7927 0.2952 -3.4352 -0.18 -0.13 0.73 -0.19
H 4.5441 0.7589 -4.7213 0.30 0.05 -0.29 0.39
```
Positions in Å, forces in eV/Å.

Summary:
total charge	0
energy relative to the best compared isomer or geometry (same formula, charge and spin)	73.9	kcal per mole
orbital gap	8.95	eV